Model a:
A single C5H7NO molecule, computed with wB97M-V/def2-TZVPD.

Structure (XYZ):
```
14
C5H7NO, DFT wB97M-V/def2-TZVPD
C -1.83 0.24 0.48
C -0.54 -0.41 0.05
C -0.35 -1.72 -0.24
O 0.93 -2.00 -0.59
C 1.67 -0.85 -0.56
C 0.78 0.11 -0.17
N 1.53 1.37 -0.11
H -2.64 -0.50 0.51
H -2.14 1.03 -0.21
H -1.76 0.68 1.48
H -1.03 -2.57 -0.23
H 2.41 0.80 -0.42
H 1.65 1.80 0.81
H 1.29 2.09 -0.79
```

Summary:
charge: 0
multiplicity: 1
gap between HOMO and LUMO: 8.0 eV


Model b:
2 unconnected molecules or ions with the total composition C5H7NO, computed with wB97M-V/def2-TZVPD.

Structure (XYZ):
```
14
C5H7NO, DFT wB97M-V/def2-TZVPD
O 2.00 0.33 2.16
C 1.76 -0.58 1.40
N 0.98 -0.23 0.17
C -0.13 0.33 0.63
C -1.08 0.95 -0.37
C -1.29 0.22 -1.62
C -1.46 -0.36 -2.66
H 2.44 -1.43 1.23
H 0.81 -1.01 -0.47
H -0.05 0.83 1.59
H 0.19 -1.35 2.06
H -2.02 1.27 0.08
H -0.53 1.88 -0.61
H -1.63 -0.86 -3.59
```

Summary:
charge: 0
multiplicity: 1
gap between HOMO and LUMO (alpha / beta): 6.4 / 6.4 eV


Model c:
A single C5H7NO molecule, computed with wB97M-V/def2-TZVPD.

Structure (XYZ):
```
14
C5H7NO, DFT wB97M-V/def2-TZVPD
C -1.67 0.45 0.34
C -0.67 -0.70 0.19
C 0.67 -0.24 -0.35
C 0.62 0.54 -1.59
N 0.53 1.15 -2.56
C 1.83 -0.04 0.54
O 1.73 -1.18 -0.29
H -1.28 1.24 0.99
H -2.60 0.09 0.78
H -1.91 0.89 -0.63
H -0.48 -1.18 1.16
H -1.06 -1.47 -0.48
H 2.61 0.68 0.28
H 1.68 -0.23 1.61
```

Summary:
charge: 0
multiplicity: 1
gap between HOMO and LUMO: 11.9 eV
structure (SMILES): CC[C@@]1(C#N)CO1


Model d:
2 unconnected molecules or ions with the total composition C5H7NO, computed with wB97M-V/def2-TZVPD.

Structure (XYZ):
```
14
C5H7NO, DFT wB97M-V/def2-TZVPD
C 0.29 1.25 1.42
C -0.27 0.54 0.25
N -1.48 -0.24 0.38
C -0.33 -1.04 -0.02
C -0.22 -0.91 -1.58
C 0.51 0.16 -0.90
O 1.76 -0.17 -0.60
H 1.32 1.58 1.21
H 0.29 0.60 2.30
H -0.33 2.12 1.65
H -2.15 -0.11 -0.38
H 1.14 -1.06 0.16
H -1.18 -0.74 -2.07
H 0.44 -1.61 -2.09
```

Summary:
charge: 0
multiplicity: 1
gap between HOMO and LUMO: 10.7 eV


Last place for stability: model b